1.
Formula: C11H19Cl2FIN4
Source: OMol25
Level of theory: the ωB97M-V functional and the def2-TZVPD basis

Geometry (Å):
C 1.599 -3.993 2.670
C 0.312 -3.168 2.522
C 0.468 -1.667 2.668
I 1.485 -1.131 4.497
N 1.208 -1.049 1.578
C 0.583 -0.568 0.508
N -0.726 -0.602 0.275
C -0.896 -0.012 -0.899
C -2.209 0.172 -1.595
Cl -3.059 -1.378 -1.506
C -2.994 1.406 -1.045
C -2.727 1.720 0.418
Cl -4.750 1.203 -1.277
N 0.258 0.402 -1.414
C 0.609 1.077 -2.662
C 1.719 2.095 -2.482
C 1.581 3.044 -1.292
F 2.922 1.390 -2.405
N 1.223 0.037 -0.516
H 1.743 -4.274 3.710
H 1.521 -4.894 2.069
H 2.472 -3.427 2.346
H -0.160 -3.369 1.559
H -0.395 -3.478 3.292
H -0.500 -1.188 2.760
H 2.208 -0.966 1.639
H -2.047 0.340 -2.655
H -2.749 2.260 -1.671
H -2.821 0.835 1.041
H -3.457 2.446 0.764
H -1.736 2.158 0.549
H -0.276 1.547 -3.079
H 0.944 0.315 -3.368
H 1.743 2.689 -3.396
H 1.436 4.068 -1.617
H 0.765 2.756 -0.630
H 2.495 2.988 -0.703
H 2.206 0.219 -0.653

Properties
**Structure (SMILES)**: CC[C@@H](I)Nc1nc([C@@H](Cl)[C@H](C)Cl)n(C[C@@H](C)F)[nH+]1
**LUMO**: -3.124 eV
**Relative energy (zero: lowest compared OMol25 entry of this formula, charge and spin)**: 3.4 kcal per mole
**DFT total energy**: -1967.2892 Eh
**Molecular weight**: 424.11 Da
**Charge**: +1


2.
Formula: C26H71N11O10
Source: OMol25
Level of theory: the ωB97M-V functional and the def2-TZVPD basis

Geometry (Å):
C -6.726 -0.316 4.607
C -5.206 -0.604 4.589
C -5.009 -1.641 5.742
C -4.845 -1.115 3.188
C -3.301 -1.121 2.913
C -2.797 0.364 3.206
C -3.119 0.789 4.643
C -2.250 0.142 5.692
C -2.821 2.340 4.611
N -4.576 0.684 4.730
O -4.956 1.163 6.007
H -7.407 -1.217 4.401
H -6.937 -0.023 5.665
H -6.859 0.511 3.885
H -4.052 -2.134 5.787
H -5.202 -1.133 6.699
H -5.808 -2.366 5.542
H -5.139 -2.199 2.996
H -5.278 -0.437 2.468
H -2.861 -1.859 3.562
H -3.062 -1.349 1.861
H -3.353 0.978 2.412
H -1.709 0.376 3.033
H -2.260 -0.948 5.671
H -2.679 0.363 6.689
H -1.177 0.475 5.647
H -2.816 2.807 5.652
H -3.538 2.951 4.069
H -1.849 2.415 4.138
H -5.327 2.007 5.813
N 3.812 -1.216 -4.183
C 4.252 -1.758 -2.949
N 3.245 -1.787 -2.013
O 5.378 -2.164 -2.775
H 2.823 -1.309 -4.322
H 4.434 -1.556 -4.919
H 3.374 -2.321 -1.179
H 2.252 -1.697 -2.208
N -1.548 -2.099 -4.767
C -0.300 -1.563 -4.912
N -0.191 -0.475 -5.697
O 0.712 -1.836 -4.271
H -2.454 -1.900 -5.222
H -1.576 -2.870 -4.101
H -1.101 -0.131 -6.051
H 0.639 0.110 -5.609
N -0.003 5.581 4.318
C -0.892 5.297 3.347
N -2.184 5.745 3.447
O -0.507 4.471 2.483
H -0.456 5.547 5.220
H 0.914 5.177 4.262
H -2.734 5.665 2.586
H -2.139 6.671 3.874
N 0.776 3.161 -0.213
C -0.277 2.928 -1.016
N -1.540 3.062 -0.464
O -0.065 2.533 -2.154
H 1.655 2.755 -0.483
H 0.824 3.689 0.643
H -1.551 3.640 0.397
H -2.318 3.061 -1.136
N 0.823 -4.960 -3.555
C -0.392 -4.976 -2.878
N -0.704 -6.234 -2.348
O -1.067 -3.997 -2.727
H 1.048 -5.822 -4.082
H 0.844 -4.122 -4.151
H -1.403 -6.277 -1.578
H 0.172 -6.622 -2.005
C 1.837 4.601 -4.416
C 1.849 3.563 -5.494
C 3.292 3.125 -5.733
O 1.108 2.374 -5.190
H 2.351 4.253 -3.534
H 0.847 4.857 -4.109
H 2.334 5.501 -4.674
H 1.424 3.977 -6.392
H 3.793 2.637 -4.855
H 3.886 4.056 -6.028
H 3.412 2.400 -6.470
H 0.613 2.465 -4.359
C 1.788 -4.607 2.380
C 1.627 -4.063 0.962
C 2.420 -4.925 0.023
O 0.221 -4.127 0.533
H 1.476 -5.645 2.429
H 1.190 -3.993 2.988
H 2.829 -4.548 2.633
H 1.961 -3.014 0.884
H 3.406 -5.172 0.400
H 2.396 -4.435 -1.008
H 1.959 -5.882 -0.067
H 0.198 -3.688 -0.306
C 4.547 2.000 -1.855
C 5.673 1.138 -1.206
C 6.825 1.875 -0.586
O 5.030 0.296 -0.190
H 3.860 1.394 -2.472
H 4.903 2.828 -2.475
H 3.891 2.491 -1.070
H 6.090 0.508 -1.987
H 7.612 2.132 -1.295
H 7.316 1.284 0.142
H 6.525 2.774 -0.079
H 4.481 -0.331 -0.739
C 0.344 -0.468 0.364
C -0.476 -1.256 -0.643
C -1.231 -0.420 -1.596
O 0.437 -2.107 -1.352
H -0.345 0.217 0.785
H 1.113 0.154 -0.099
H 0.697 -1.065 1.186
H -1.269 -1.865 -0.136
H -1.917 0.188 -1.001
H -1.732 -0.936 -2.366
H -0.483 0.267 -2.129
H 0.236 -2.114 -2.328

Properties
**Structure (SMILES)**: CC1(C)CCCC(C)(C)N1O.NC(N)=O.NC(N)=O.NC(N)=O.NC(N)=O.NC(N)=O.CC(C)O.CC(C)O.CC(C)O.CC(C)O
**LUMO**: 0.238 eV
**DFT total energy**: -2388.0794 Eh
**Molecular weight**: 697.92 Da


3.
Formula: C37H29BrN7O4S2TaTe
Source: OMol25
Level of theory: the ωB97M-V functional and the def2-TZVPD basis

Geometry (Å):
Ta -0.790 -1.344 0.675
O 4.590 1.710 5.470
N 3.409 1.461 5.457
O 2.605 1.753 6.317
C 2.861 0.896 4.201
C 3.520 1.197 3.068
C 3.024 0.736 1.810
C 3.706 0.939 0.599
C 3.189 0.405 -0.555
C 1.973 -0.271 -0.505
N 1.281 -0.430 0.621
C 1.824 0.026 1.776
C 1.160 -0.330 2.989
N 0.066 -1.133 2.861
C -0.483 -1.596 3.975
C -0.009 -1.274 5.247
C 1.054 -0.426 5.387
C 1.680 0.072 4.224
H 4.429 1.782 3.117
H 4.637 1.491 0.591
H 3.696 0.510 -1.503
H 1.553 -0.675 -1.418
H -1.333 -2.250 3.869
H -0.502 -1.697 6.111
H 1.418 -0.151 6.364
C 0.048 4.836 -3.871
C -1.266 4.432 -3.286
C -2.362 5.286 -3.256
C -3.527 4.825 -2.671
N -3.615 3.605 -2.139
C -2.514 2.889 -2.231
S -2.766 1.264 -1.517
N -1.355 3.197 -2.766
H -0.072 5.624 -4.612
H 0.538 3.977 -4.324
H 0.698 5.216 -3.080
H -2.308 6.277 -3.682
H -4.418 5.439 -2.621
Br 0.248 -3.581 0.522
C -2.465 -2.005 1.896
C -2.825 -3.279 2.342
C -3.976 -3.464 3.101
C -4.790 -2.390 3.439
C -4.439 -1.108 3.040
C -3.286 -0.937 2.288
C -2.817 0.419 1.910
O -3.254 1.481 2.183
O -1.658 0.274 1.130
H -2.191 -4.132 2.130
H -4.236 -4.459 3.441
H -5.683 -2.550 4.027
H -5.033 -0.245 3.313
C -1.347 -3.166 -2.702
Te -2.720 -2.296 -1.309
C -3.220 -4.305 -0.801
C -2.224 -5.189 -1.504
C -2.193 -6.556 -1.236
C -1.273 -7.369 -1.874
C -0.377 -6.823 -2.786
C -0.405 -5.466 -3.053
C -1.330 -4.644 -2.415
H -0.364 -2.716 -2.567
H -1.709 -2.929 -3.702
H -4.242 -4.462 -1.146
H -3.200 -4.416 0.278
H -2.891 -6.982 -0.526
H -1.253 -8.429 -1.662
H 0.343 -7.457 -3.285
H 0.294 -5.040 -3.764
C 2.189 -1.420 -5.064
C 0.836 -0.863 -4.767
C -0.155 -0.755 -5.740
C -1.386 -0.265 -5.356
N -1.642 0.109 -4.097
C -0.635 -0.013 -3.272
S -0.857 0.555 -1.563
N 0.581 -0.478 -3.508
H 2.486 -1.210 -6.089
H 2.176 -2.506 -4.940
H 2.929 -1.011 -4.379
H 0.037 -1.044 -6.764
H -2.201 -0.163 -6.063

Properties
**LUMO**: -6.762 eV
**Relative energy (zero: lowest compared OMol25 entry of this formula, charge and spin)**: 0.0 kcal per mole
**DFT total energy**: -5806.6222 Eh
**Molecular weight**: 1088.27 Da
**Charge**: +2